[1]
C6H10BrN2 | ωB97M-V with the def2-TZVPD basis set

Structure (ORCA input):
```
! wB97M-V def2-TZVPD RIJCOSX def2/J DEFGRID3
* xyz 1 1
C -0.1648 -0.1355 -1.8052
C 0.6670 -0.8937 -1.1746
C -0.9350 1.0512 0.2746
C -0.7321 1.0286 -1.2108
C 1.1956 -0.5568 0.1920
C 1.2475 -1.5974 1.1909
N -0.0882 0.4164 1.0103
N -1.9996 1.5925 0.7928
Br 2.8576 0.5313 -0.0276
H -0.5848 -0.4221 -2.7453
H 0.9514 -1.8817 -1.6039
H 0.0852 1.7708 -1.4207
H -1.6112 1.2649 -1.7418
H 0.3316 -2.1678 1.2626
H 1.5929 -1.3323 2.2051
H 2.1486 -2.1236 0.8321
H -0.0325 0.1619 2.0214
H -2.6597 1.8933 0.2174
H -2.2693 1.4001 1.7307
*
```

The SMILES is C[C@@]1(Br)C=CCC(=[NH2+])N1. The calculation puts the total energy at -2917.85908 Eh. The energy above the lowest of the compared OMol25 structures with the same formula, charge and spin comes out at 16.9 kcal per mole. For the HOMO-LUMO gap, the calculation gives 0.3932 Eh.

List of Mulliken charges in e, atom by atom: -0.4190 -0.6292 0.6850 -0.6870 0.7407 -1.6158 -0.2987 -0.3476 -0.0124 0.4739 0.3701 0.2841 0.4595 0.4293 0.4558 0.4271 0.2781 0.1779 0.2280

=====

[2]
C4H13N3 | ωB97M-V with the def2-TZVPD basis set

Structure (ORCA input):
```
! wB97M-V def2-TZVPD RIJCOSX def2/J DEFGRID3
* xyz 0 1
C 0.8193 -1.3762 -0.3077
N -0.3801 -0.5651 -0.2831
C -0.2448 0.6495 -1.0922
C -1.4788 1.5241 -1.1255
N -1.9885 1.8217 0.2300
C 1.4769 -1.4997 1.1014
N 1.4705 -0.2306 1.8302
H 0.5819 -2.3808 -0.6637
H 1.5990 -0.9524 -0.9410
H -1.2796 -0.9699 -0.4959
H 0.6086 1.2299 -0.7459
H 0.0041 0.3630 -2.1233
H -2.2140 1.1221 -1.8256
H -1.0753 2.4696 -1.4962
H -2.9485 2.1315 0.0797
H -2.1911 0.9303 0.6849
H 1.1439 -2.3674 1.6417
H 2.5236 -1.6747 0.8198
H 2.4279 0.0823 1.9278
H 1.1451 -0.3074 2.7847
*
```

The SMILES is NCCNCCN. The calculation puts the total energy at -324.42659 Eh. The energy above the lowest of the compared OMol25 structures with the same formula, charge and spin comes out at 30.3 kcal per mole. For the HOMO-LUMO gap, the calculation gives 0.3480 Eh.

List of Mulliken charges in e, atom by atom: -0.7907 -0.1985 -0.5807 -0.6329 -0.6269 -0.4635 -0.4987 0.3372 0.3174 0.2556 0.3316 0.3641 0.3393 0.2926 0.2523 0.2590 0.3483 0.2878 0.2277 0.1789

=====

[3]
C5H10N3 | ωB97M-V with the def2-TZVPD basis set

Structure (ORCA input):
```
! wB97M-V def2-TZVPD RIJCOSX def2/J DEFGRID3
* xyz 1 3
C -0.5621 2.5326 1.8683
C -1.3831 1.5322 1.9544
C 0.2648 -1.3331 -1.1290
C 0.0302 1.1834 1.5818
C 0.3626 0.7847 0.1561
N -0.0463 -2.6311 -1.1671
N 0.7814 -0.7546 -2.2121
N 0.0577 -0.6338 -0.0260
H -0.3345 3.5661 1.9395
H -2.3466 1.1348 2.1528
H 0.6846 0.7201 2.3149
H 1.4269 0.9511 -0.0421
H -0.2356 1.3814 -0.5408
H 0.1062 -3.1791 -1.9968
H -0.4267 -3.1041 -0.3651
H 0.9451 -1.2789 -3.0547
H 1.0173 0.2228 -2.2138
H -0.3418 -1.0945 0.7797
*
```

The calculation puts the total energy at -360.33901 Eh. The energy above the lowest of the compared OMol25 structures with the same formula, charge and spin comes out at 54.5 kcal per mole. For the HOMO-LUMO gap (spin up / spin down), the calculation gives 0.2158 / 0.3199 Eh.

List of Mulliken charges in e, atom by atom: -0.6657 -0.4273 0.7888 -0.5718 -0.4507 -0.3725 -0.3378 -0.1519 0.4246 0.4370 0.4217 0.4668 0.4001 0.1923 0.1982 0.2005 0.2054 0.2423

=====

[4]
C37H40F5N3O3ReS3Si | ωB97M-V with the def2-TZVPD basis set

Structure (ORCA input):
```
! wB97M-V def2-TZVPD RIJCOSX def2/J DEFGRID3
* xyz 2 4
Re -0.4252 -0.1162 1.5123
C -3.8641 -0.1809 -1.2673
C -2.6598 0.1445 -0.6394
N -2.2903 -0.4093 0.5079
C -3.0973 -1.3536 1.0703
C -4.3237 -1.7220 0.5145
C -4.7002 -1.1025 -0.6932
C -5.1353 -2.6921 1.1880
C -4.7336 -3.2438 2.3535
C -3.4745 -2.8881 2.9364
C -3.0134 -3.4102 4.1589
C -1.8036 -2.9983 4.6588
C -1.0358 -2.0931 3.9274
N -1.4291 -1.6060 2.7561
C -2.6520 -1.9692 2.2780
H -4.1149 0.3042 -2.1995
H -1.9700 0.8484 -1.0797
H -5.6426 -1.3640 -1.1578
H -6.0841 -2.9665 0.7462
H -5.3549 -3.9654 2.8672
H -3.6219 -4.1232 4.7006
H -1.4295 -3.3647 5.6035
H -0.0767 -1.7609 4.2991
F -3.9912 5.3704 3.0103
C -3.0913 4.5871 2.4517
C -2.8644 3.3166 2.9606
F -3.5382 2.8688 4.0090
C -1.9223 2.5259 2.3412
F -1.6992 1.2630 2.8723
C -1.1805 2.9120 1.2402
S 0.0398 1.8987 0.4622
C -1.4297 4.1938 0.7576
F -0.7516 4.6352 -0.2948
C -2.3690 5.0242 1.3488
F -2.5851 6.2304 0.8622
C 4.7735 0.8544 -2.1725
C 3.8221 0.0786 -1.2789
C 4.1467 -1.4071 -1.2905
C 3.8263 0.6383 0.1370
O 2.4952 0.3134 -1.8233
Si 1.1440 -0.5231 -1.9980
S 0.6190 -1.4017 0.0063
O 1.3706 -1.8763 -2.8141
C 0.6075 -2.9847 -3.3497
C 0.8907 -4.1887 -2.4634
C 1.1219 -3.2093 -4.7614
C -0.8763 -2.6496 -3.3507
O -0.0637 0.4278 -2.4854
C -0.1125 1.5680 -3.4128
C -1.4595 2.2340 -3.1879
C -0.0208 1.0047 -4.8227
C 1.0135 2.5548 -3.1507
H 5.7904 0.7939 -1.7842
H 4.4824 1.9041 -2.2145
H 4.7645 0.4447 -3.1825
H 5.1559 -1.5700 -0.9118
H 4.0876 -1.8049 -2.3026
H 3.4522 -1.9652 -0.6572
H 4.8042 0.4927 0.5976
H 3.0760 0.1277 0.7444
H 3.6027 1.7062 0.1242
H 1.9600 -4.3993 -2.4436
H 0.3735 -5.0698 -2.8435
H 0.5480 -4.0028 -1.4438
H 2.1969 -3.3856 -4.7460
H 0.9188 -2.3375 -5.3844
H 0.6353 -4.0761 -5.2086
H -1.2303 -2.4571 -2.3326
H -1.4397 -3.4908 -3.7543
H -1.0763 -1.7722 -3.9646
H -2.2729 1.5285 -3.3688
H -1.5795 3.0665 -3.8800
H -1.5293 2.6368 -2.1748
H -0.8330 0.3031 -5.0141
H 0.9326 0.4932 -4.9694
H -0.0881 1.8103 -5.5540
H 1.0084 2.8937 -2.1142
H 0.8665 3.4236 -3.7930
H 1.9852 2.1224 -3.3752
S 3.4312 -1.0422 3.8662
C 2.0461 -1.1663 2.9107
N 1.2973 -0.0892 2.8145
C 1.8514 0.9643 3.5578
C 1.3498 2.2571 3.7100
C 2.0500 3.1506 4.4901
C 3.2429 2.7855 5.1269
C 3.7508 1.5128 4.9929
C 3.0399 0.6109 4.2051
H 1.8120 -2.0822 2.3876
H 0.4407 2.5662 3.2207
H 1.6733 4.1568 4.6126
H 3.7696 3.5111 5.7306
H 4.6704 1.2214 5.4813
*
```

The calculation puts the total energy at -3885.34476 Eh. The energy above the lowest of the compared OMol25 structures with the same formula, charge and spin comes out at 0.0 kcal per mole. For the HOMO-LUMO gap (spin up / spin down), the calculation gives 0.2623 / 0.2592 Eh.

List of Mulliken charges in e, atom by atom: 0.7128 -1.1070 0.8070 0.9368 -0.1815 1.2092 -1.0385 -0.9802 -1.0938 0.9156 -0.5117 -1.2255 0.0234 0.2846 0.0195 0.5311 -0.4415 0.5068 0.4883 0.4638 0.5056 0.4875 0.4674 -0.2609 0.6610 -0.0554 -0.2738 -0.5091 -0.2083 0.6921 0.1298 -0.3143 -0.3252 0.1983 -0.2555 -1.8875 1.7637 -1.5161 -1.0636 0.3961 -1.3016 -0.6894 -0.1333 1.6366 -1.5062 -1.7060 -1.1517 0.9775 1.8005 -1.4409 -1.5574 -1.4267 0.4435 0.3392 0.4248 0.5504 0.3091 0.2216 0.5669 -0.0942 0.3301 0.3263 0.4727 0.2033 0.3384 0.3444 0.4414 0.1198 0.6105 0.0778 0.1542 0.5466 0.1782 0.2781 0.2806 0.5075 0.1610 0.5572 0.2601 -0.1642 -0.3703 1.1028 -0.4840 -0.4286 -0.9327 -0.6326 -0.4908 1.0208 0.3215 0.3118 0.4612 0.4309 0.4526

=====

[5]
C5H7N | ωB97M-V with the def2-TZVPD basis set

Structure (ORCA input):
```
! wB97M-V def2-TZVPD RIJCOSX def2/J DEFGRID3
* xyz 0 1
C -0.8547 -1.1894 0.4099
C 0.1333 -0.1964 -0.2084
C 1.2982 0.2351 0.7492
N 1.3047 -0.6506 -0.7626
C -0.5590 0.9433 -0.8556
C -1.1496 1.8192 -1.4364
H -1.4555 -1.6348 -0.3894
H -1.5352 -0.6981 1.1145
H -0.2988 -1.9854 0.9141
H 1.3478 1.3224 0.8014
H 1.2336 -0.3041 1.6930
H 2.2665 -0.0858 0.2487
H -1.6592 2.5975 -1.9616
*
```

The calculation puts the total energy at -249.26215 Eh. The energy above the lowest of the compared OMol25 structures with the same formula, charge and spin comes out at 132.5 kcal per mole. For the HOMO-LUMO gap, the calculation gives 0.3533 Eh.

List of Mulliken charges in e, atom by atom: -1.3756 1.5964 -1.0570 -0.6678 -1.0761 0.1339 0.3497 0.3149 0.4060 0.3653 0.3026 0.2806 0.4270

=====

[6]
CBr2O6S2 | ωB97M-V with the def2-TZVPD basis set

Structure (ORCA input):
```
! wB97M-V def2-TZVPD RIJCOSX def2/J DEFGRID3
* xyz -2 1
C -0.7741 -1.9731 0.2640
O 1.3961 -0.8507 -0.8612
O -1.3577 2.2410 0.2292
O 0.0806 0.3577 0.8591
O -0.8586 -0.0586 -1.4311
O 0.8462 2.0064 -0.8169
O 0.6487 2.6384 1.4979
S 0.0409 -0.5745 -0.4393
S 0.0482 1.9332 0.3789
Br 0.5494 -2.5363 1.5807
Br -0.6197 -3.1834 -1.2612
*
```

The calculation puts the total energy at -6433.94796 Eh. For the HOMO-LUMO gap, the calculation gives 0.2302 Eh.

List of Mulliken charges in e, atom by atom: -0.2409 -0.5548 -0.6550 -0.1641 -0.5497 -0.6376 -0.7080 0.9153 1.1292 -0.2702 -0.2641

=====

[7]
C28H25Cl5N2ORuS | ωB97M-V with the def2-TZVPD basis set

Structure (ORCA input):
```
! wB97M-V def2-TZVPD RIJCOSX def2/J DEFGRID3
* xyz 1 2
Ru 0.4095 0.7832 1.4374
C -1.5145 -3.5823 -2.0271
C -0.3364 -3.3220 -1.0872
C 0.6405 -2.2765 -1.5868
C 1.4161 -2.6257 -2.6913
C 2.4363 -1.8195 -3.1561
C 2.7526 -0.6641 -2.4601
C 2.0123 -0.2768 -1.3546
C 2.5337 0.8598 -0.5140
C 3.5672 0.3631 0.5010
C 0.8939 -1.0374 -0.9757
N 0.0308 -0.5379 0.0476
C -1.2737 -0.8086 0.0282
C -2.0287 -0.4681 1.1448
C -3.3526 -0.6724 1.5892
C -3.4134 -0.1476 2.8660
C -2.1379 0.3801 3.1646
N -1.3185 0.1800 2.1401
H -2.1480 -4.3788 -1.6383
H -1.1624 -3.8863 -3.0130
H -2.1386 -2.6978 -2.1727
H 0.2301 -4.2508 -0.9870
H -0.6897 -3.0889 -0.0820
H 1.2260 -3.5769 -3.1733
H 3.0165 -2.1153 -4.0195
H 3.6032 -0.0632 -2.7587
H 1.6725 1.3900 -0.0601
H 2.9943 1.6277 -1.1382
H 3.1583 -0.4144 1.1456
H 3.9364 1.1784 1.1235
H 4.4129 -0.0679 -0.0352
H -1.7179 -1.2719 -0.8411
H -4.1394 -1.1710 1.0474
H -4.2621 -0.1430 3.5280
H -1.8104 0.8871 4.0590
Cl 1.0745 3.0111 2.9284
C 1.6348 1.5763 3.7696
C 1.4842 0.4027 3.0606
C 1.8033 -0.7908 3.6849
Cl 1.5494 -2.2608 2.8158
C 2.3208 -0.7977 4.9788
Cl 2.7534 -2.2755 5.7273
C 2.4665 0.4097 5.6740
Cl 3.0905 0.4131 7.2690
C 2.1019 1.6157 5.0743
Cl 2.2319 3.1087 5.9026
C -1.4274 4.3902 -1.0423
S -0.4131 2.9192 -1.0068
O -0.6749 2.3781 0.4090
C -1.3127 1.8778 -2.1251
C -2.6407 1.5491 -1.8725
C -3.2866 0.6829 -2.7364
C -2.6061 0.1492 -3.8282
C -1.2804 0.4775 -4.0638
C -0.6222 1.3465 -3.2033
H -2.4815 4.1268 -1.0180
H -1.1863 4.9429 -1.9487
H -1.1532 4.9714 -0.1645
H -3.1494 1.9466 -1.0029
H -4.3215 0.4200 -2.5614
H -3.1181 -0.5287 -4.4979
H -0.7537 0.0544 -4.9079
H 0.4177 1.5992 -3.3652
*
```

The calculation puts the total energy at -4060.50342 Eh. The energy above the lowest of the compared OMol25 structures with the same formula, charge and spin comes out at 0.0 kcal per mole. For the HOMO-LUMO gap (spin up / spin down), the calculation gives 0.2793 / 0.2406 Eh.

List of Mulliken charges in e, atom by atom: -0.0965 -1.0870 -1.1614 0.8277 -0.5365 -1.3085 -0.8023 0.8757 0.0534 -1.2894 -0.4272 0.7088 0.4485 -0.3961 -0.9778 -0.9373 -0.5061 0.5759 0.3915 0.3571 0.2405 0.5570 0.4777 0.4896 0.4561 0.5221 -0.3139 0.5665 0.2046 0.4147 0.4517 0.3207 0.5593 0.4845 0.5339 -0.1383 1.1924 -1.2532 0.6353 -0.1289 -0.0825 -0.1680 0.6239 -0.1610 -0.1288 -0.1730 -1.0989 0.3749 -0.5677 0.8525 -0.3604 -0.9225 -0.5637 -0.5812 -0.3512 0.3591 0.3965 0.4497 0.3849 0.4223 0.4716 0.4551 0.3837

=====

[8]
C3H5HgO2 | ωB97M-V with the def2-TZVPD basis set

Structure (ORCA input):
```
! wB97M-V def2-TZVPD RIJCOSX def2/J DEFGRID3
* xyz 1 1
O 0.1405 -0.0795 0.5677
Hg -1.0869 1.0088 -0.1147
O 0.3084 1.4085 -1.5959
C 1.3830 0.9792 -1.6869
C 0.5101 -1.4222 0.6712
C -0.5106 -2.3272 1.3360
H 0.7073 -1.7915 -0.3519
H 1.4631 -1.4729 1.2294
H -1.2136 -2.7356 0.5941
H -0.0204 -3.1937 1.8032
H -1.0386 -1.7942 2.1422
*
```

The calculation puts the total energy at -420.74561 Eh. For the HOMO-LUMO gap, the calculation gives 0.2650 Eh.

List of Mulliken charges in e, atom by atom: -0.5860 1.2491 -0.2799 0.3154 -0.0739 -1.0365 0.2411 0.2673 0.2894 0.3293 0.2847

=====

[9]
C3H4N2O4 | ωB97M-V with the def2-TZVPD basis set

Structure (ORCA input):
```
! wB97M-V def2-TZVPD RIJCOSX def2/J DEFGRID3
* xyz 0 1
C 0.7235 0.7062 0.3392
C -0.6561 0.8166 0.1956
C 1.5233 -0.2449 -0.2300
N -1.3279 -1.4434 0.1800
N 2.9146 -0.2326 -0.0081
O 3.3795 0.6024 0.7478
O 3.5753 -1.0635 -0.6066
O -1.4963 -0.1334 -0.1997
O -0.3452 -1.8413 0.8086
H 1.2262 1.4763 0.9100
H -1.1650 1.7468 0.4090
H 1.1941 -1.0077 -0.9198
H -1.8252 -2.0485 -0.4844
*
```

The calculation puts the total energy at -526.89786 Eh. The energy above the lowest of the compared OMol25 structures with the same formula, charge and spin comes out at 209.2 kcal per mole. For the HOMO-LUMO gap (spin up / spin down), the calculation gives 0.2965 / 0.2863 Eh.

List of Mulliken charges in e, atom by atom: 0.0250 -0.2224 -0.5393 0.2095 0.9647 -0.6008 -0.5978 -0.2262 -0.4287 0.3358 0.3727 0.4537 0.2540

=====

[10]
C4H4O3 | ωB97M-V with the def2-TZVPD basis set

Structure (ORCA input):
```
! wB97M-V def2-TZVPD RIJCOSX def2/J DEFGRID3
* xyz 0 1
O -1.4330 1.4960 0.8946
C -0.8911 1.1415 -0.1159
C -0.0750 -0.1489 -0.1829
C -0.3135 -1.2842 0.7218
O -0.5891 -1.3723 -0.6725
C 1.2847 0.3362 -0.5893
O 1.6460 1.4104 -0.1631
H -0.8209 1.8089 -1.0037
H 0.5168 -1.8979 1.0739
H -1.1833 -1.2654 1.3814
H 1.8583 -0.2243 -1.3444
*
```

The SMILES is O=CC1(C=O)CO1. The calculation puts the total energy at -380.45295 Eh. The energy above the lowest of the compared OMol25 structures with the same formula, charge and spin comes out at 59.0 kcal per mole. For the HOMO-LUMO gap, the calculation gives 0.3771 Eh.

List of Mulliken charges in e, atom by atom: -0.4401 -0.1819 0.9631 -0.3991 -0.4771 -0.1730 -0.4494 0.3375 0.2292 0.2250 0.3660